Entry from the Open Molecules 2025 dataset: a single CH2N3P molecule in a non-equilibrium geometry (the ωB97M-V functional and the def2-TZVPD basis).

Cartesian coordinates (Å):
C1 0.48334 0.70261 0.04045
N1 -0.69469 1.15727 0.01469
N2 -1.81648 0.93896 -0.03501
N3 -1.12950 -1.68548 -0.00750
P1 0.25715 -1.10881 -0.06878
H1 1.38194 1.17781 -0.27874
H2 1.51825 -1.18236 0.33490

Values from the calculation:
E_LUMO, eV: -0.852